# 1
C6H12N3O | ωB97M-V with the def2-TZVPD basis set

The geometry in XYZ format:
```
22
Properties=species:S:1:pos:R:3:lowdin_charge:R:1
C -2.16940 0.95800 0.39885 -0.023
C -2.03229 -1.21975 -0.11362 0.019
C -1.20416 -0.14135 0.14607 -0.152
C 0.83406 2.19801 -0.77638 0.015
C 0.18205 0.08376 0.03138 0.114
C 0.93795 1.26089 0.54485 -0.358
N -3.36088 0.54146 0.11812 0.096
N -3.27329 -0.78016 -0.10204 0.062
N 2.17511 -2.49376 0.11933 0.027
O 2.34011 1.12824 0.69499 0.010
H -2.05413 1.94522 0.61478 0.097
H -1.67184 -2.21281 -0.16733 0.143
H -0.11632 2.73010 -0.59708 0.078
H 0.82900 1.46430 -1.71670 0.137
H 1.67020 2.87237 -0.86167 0.087
H 0.86065 -0.69513 -0.51745 0.146
H 0.39100 1.88927 1.25239 0.152
H -4.15752 -1.26295 -0.05513 0.185
H 2.62292 -2.62119 0.99761 0.019
H 2.93119 -2.58182 -0.57399 0.049
H 1.61468 -3.30044 -0.11298 0.026
H 2.65092 0.23775 0.67600 0.070
```

Calculated values
energy relative to the best compared isomer or geometry (same formula, charge and spin) = 102.9 kcal per mole
net charge = +1

# 2
C23H30ClN3O3 | ωB97M-V with the def2-TZVPD basis set

The geometry in XYZ format:
```
60
Properties=species:S:1:pos:R:3:lowdin_charge:R:1
C -5.57923 -1.89743 0.38712 -0.047
C -4.36582 -2.77047 0.10779 -0.190
H -4.23542 -3.52476 0.88613 0.126
H -4.46813 -3.25422 -0.86944 0.125
O -3.14798 -2.02153 0.12108 0.008
C -2.84902 -1.33423 -0.97837 -0.473
O -3.53132 -1.31146 -1.96884 0.135
C -1.48775 -0.64821 -0.85371 -0.306
C -0.45236 -1.77933 -0.67160 -0.067
N 0.88671 -1.24181 -0.70417 -0.025
C 1.63889 -1.25139 0.42017 -0.382
O 1.26363 -1.81241 1.44113 0.057
C 2.94460 -0.56077 0.37312 -0.127
C 3.29876 0.72160 -0.01998 0.032
C 4.65867 0.84137 0.30134 -0.283
N 5.09413 -0.28366 0.84904 0.144
N 4.06175 -1.10937 0.90986 -0.143
C 4.21731 -2.43005 1.44797 -0.003
H 5.10160 -2.42966 2.08143 0.091
H 3.33407 -2.69106 2.02948 0.082
H 4.35102 -3.16207 0.64721 0.095
C 5.56199 2.01386 0.09467 -0.378
C 5.10016 3.19609 0.94902 -0.068
H 5.07515 2.91682 1.99965 0.081
H 5.78043 4.03616 0.82894 0.075
H 4.10277 3.51388 0.65276 0.076
C 5.60943 2.40003 -1.38477 -0.070
H 6.30315 3.22373 -1.53637 0.075
H 5.93701 1.55635 -1.98819 0.080
H 4.62565 2.71095 -1.73000 0.074
H 6.56217 1.70998 0.41792 0.134
H 2.66411 1.47254 -0.44434 0.107
C 1.22169 -0.64418 -1.97314 -0.139
H 2.26423 -0.32777 -1.97487 0.113
C 0.28422 0.53151 -2.24793 -0.148
C -1.17260 0.07962 -2.17041 -0.119
H -1.83362 0.93801 -2.29000 0.118
H -1.38397 -0.60479 -2.99491 0.127
H 0.47499 1.31848 -1.51598 0.100
H 0.48920 0.93957 -3.23836 0.119
H 1.08741 -1.40464 -2.75286 0.134
H -0.59924 -2.28160 0.28604 0.133
H -0.56158 -2.51007 -1.48200 0.151
C -1.45892 0.29317 0.37577 -0.044
C -2.81618 0.69802 0.88133 -0.212
C -3.71795 1.36109 0.05753 -0.058
C -4.95740 1.73356 0.54775 -0.667
C -5.32010 1.47189 1.85860 -0.119
C -4.41797 0.81739 2.67906 -0.082
C -3.18067 0.43017 2.19507 -0.033
H -2.48953 -0.08786 2.84266 0.119
H -4.68637 0.60572 3.70334 0.108
H -6.28850 1.77346 2.22472 0.104
Cl -6.07184 2.54287 -0.49973 0.678
H -3.46739 1.58549 -0.96699 0.111
H -0.92013 -0.19805 1.18659 0.120
H -0.90536 1.19785 0.11527 0.129
H -5.46606 -1.38658 1.33971 0.065
H -5.69184 -1.15436 -0.39790 0.077
H -6.47063 -2.51743 0.41563 0.081
```

Calculated values
structure (SMILES) = CCOC(=O)[C@]1(Cc2cccc(Cl)c2)CCCN(C(=O)c2cc(C(C)C)nn2C)C1
energy relative to the best compared isomer or geometry (same formula, charge and spin) = 14.9 kcal per mole
net charge = 0

# 3
C10H10N2O | ωB97M-V with the def2-TZVPD basis set

The geometry in XYZ format:
```
23
Properties=species:S:1:pos:R:3:lowdin_charge:R:1
C -3.03643 -0.96749 1.14340 -0.069
C -3.66336 -0.52838 -0.05453 -0.033
C 3.23029 -1.08967 -0.22875 -0.146
C 3.16757 -0.38578 -1.39394 -0.134
C -1.72419 -0.66922 1.43206 -0.061
C -2.82760 0.12004 -0.99246 -0.141
C 2.39277 -0.49593 0.70888 -0.083
C 2.24186 0.64511 -1.23271 -0.085
C -1.09722 -0.02907 0.39751 -0.087
C 0.67492 1.14883 0.68154 -0.229
N -1.55001 0.39520 -0.77130 0.069
N 1.76205 0.51521 0.01641 -0.125
O 0.28976 2.28366 0.09057 -0.006
H -3.56417 -1.57834 1.78875 0.079
H -4.66020 -0.66053 -0.44155 0.094
H 4.06477 -1.87877 -0.03678 0.129
H 3.85871 -0.60439 -2.33843 0.141
H -1.35641 -0.87003 2.40942 0.100
H -3.11272 0.48022 -1.95901 0.099
H 2.00164 -0.61593 1.74876 0.128
H 1.86691 1.38392 -1.88900 0.104
H 0.90847 1.38684 1.77116 0.159
H 0.13259 2.01449 -0.85000 0.098
```

Calculated values
energy relative to the best compared isomer or geometry (same formula, charge and spin) = 93.2 kcal per mole
net charge = 0

# 4
C9H21BS | ωB97M-V with the def2-TZVPD basis set

The geometry in XYZ format:
```
32
Properties=species:S:1:pos:R:3:lowdin_charge:R:1
B -0.21926 0.46669 -0.13289 -0.126
C 2.51815 1.28912 1.44737 -0.103
C -1.17963 3.11811 0.46467 -0.104
C 1.22969 -0.42890 -1.99584 -0.064
C -2.86432 -0.11104 -0.13152 -0.100
C -0.09651 -4.24307 1.34348 -0.486
C 2.42654 0.55157 0.03605 -0.215
C -1.95817 2.26193 -0.55084 -0.233
C 1.05123 0.28452 -0.61754 -0.235
C -1.67867 0.73780 -0.48160 -0.322
S -0.59029 -2.51785 1.68363 0.683
H 2.56182 2.36175 1.18919 0.063
H 3.48761 1.17409 1.88120 0.043
H 1.78516 1.17669 2.26098 0.072
H -1.20976 4.21733 0.30308 0.073
H -0.06151 2.81491 0.48030 0.091
H -1.75369 3.07803 1.39978 0.075
H 0.31683 -0.37421 -2.47732 0.024
H 1.57343 -1.46499 -1.74095 0.094
H 1.88366 0.11626 -2.72093 0.094
H -2.82231 -0.70833 0.81145 0.058
H -3.02318 -0.93996 -0.78375 0.061
H -3.88617 0.38979 -0.14767 0.096
H 0.04692 -4.81449 2.48121 0.104
H 0.98001 -4.16345 1.07682 0.014
H -0.77665 -4.88319 0.77633 0.012
H 3.11435 1.16309 -0.57453 0.105
H 2.85176 -0.49081 0.10466 0.110
H -3.10973 2.41474 -0.59612 0.124
H -1.71602 2.55965 -1.65703 0.135
H -0.25938 -1.94227 0.65392 -0.279
H -1.45884 0.36098 -1.49939 0.134
```

Calculated values
structure (SMILES) = CC/C(C)=B/[C@@H](C)CC.CS
net charge = 0

# 5
C21H19BrN4O3 | ωB97M-V with the def2-TZVPD basis set

The geometry in XYZ format:
```
48
Properties=species:S:1:pos:R:3:lowdin_charge:R:1
O -0.42050 0.00158 -1.92512 0.054
O 0.96875 0.43216 2.39348 0.066
Br 1.95613 -4.91147 -3.63771 0.820
N -0.20583 -4.05246 0.51013 0.095
N 0.00399 -2.75464 0.74399 0.117
O 1.08193 -3.34738 -1.03174 0.115
C -0.31463 0.42588 -0.74659 -0.430
C 0.28426 0.65280 1.34263 -0.316
C 0.45207 -4.39743 -0.58178 -0.292
C 0.93136 -2.41536 -0.09439 -0.286
C 0.63054 7.47707 -0.25676 -0.102
C 1.13844 -8.54294 -1.93423 -0.098
C 0.27556 -8.25906 -0.81466 -0.026
C 1.07160 6.81434 0.87242 -0.072
C -0.58836 7.12811 -0.83010 -0.107
C 1.67905 -7.50926 -2.66463 -0.144
C -0.06688 -6.84271 -0.58123 -0.005
C 0.40006 5.62343 1.25835 -0.023
C -1.22999 5.96002 -0.52865 -0.059
C 1.41959 -6.11073 -2.32629 -0.633
C 0.58734 -5.75307 -1.22502 -0.155
C -0.78201 5.27621 0.59728 -0.230
N 0.57864 -0.02798 0.17046 0.077
N -1.28054 1.25147 -0.15011 0.156
C 1.56453 -1.04183 -0.18007 0.008
C -2.00862 0.83864 2.25525 0.038
C -1.40580 3.92545 0.86369 -0.134
C -0.51792 2.83936 1.52412 -0.112
C -0.97961 1.43286 1.25779 -0.426
H 1.24647 8.35262 -0.54844 0.112
H 1.37830 -9.54570 -2.22308 0.094
H -0.26227 -9.07641 -0.39438 0.082
H 1.94818 6.97678 1.37772 0.071
H -1.11501 7.87959 -1.52091 0.130
H 2.39467 -7.70888 -3.54313 0.118
H -0.76558 -6.68569 0.25730 0.111
H 0.75840 4.97002 2.08673 0.119
H -2.17771 5.57682 -0.95563 0.128
H -2.23908 1.09726 -0.40706 0.156
H 1.86527 -0.82951 -1.23083 0.152
H 2.44550 -0.98144 0.42945 0.131
H -2.21864 -0.21599 2.06197 0.099
H -2.93132 1.47961 2.24938 0.108
H -1.53695 0.92651 3.17340 0.059
H -1.78131 3.57510 -0.05391 0.084
H -2.27340 4.09655 1.50275 0.123
H -0.27920 3.02556 2.53807 0.122
H 0.32053 2.97414 0.92005 0.108
```

Calculated values
structure (SMILES) = C[C@]1(CCc2ccccc2)NC(=O)N(Cc2nnc(-c3ccccc3Br)o2)C1=O
energy relative to the best compared isomer or geometry (same formula, charge and spin) = 52.0 kcal per mole
net charge = 0

# 6
C3H14O3S | ωB97M-V with the def2-TZVPD basis set

The geometry in XYZ format:
```
21
Properties=species:S:1:pos:R:3:lowdin_charge:R:1
C -2.64513 -1.72308 -0.85898 -0.183
C -2.50966 -0.26372 -1.19525 -0.580
S -0.86091 0.27790 -1.68614 0.817
C -0.07408 0.78355 -0.16157 -0.446
H -3.67832 -2.07783 -0.84081 0.067
H -2.24965 -2.04465 0.10740 0.067
H -2.23533 -2.39964 -1.61188 0.068
H -2.84568 0.43680 -0.42809 0.066
H -3.26351 -0.02902 -1.95464 0.071
H 0.42910 1.73690 -0.31794 0.036
H -0.67714 1.06358 0.70566 0.028
H 0.68126 0.07797 0.18166 0.015
H -0.77971 0.10150 2.38441 0.009
H -0.59072 -0.46736 3.81290 0.052
O -0.12174 -0.19762 3.01448 -0.043
H 1.92778 0.12722 1.98740 -0.014
H 2.57549 -1.06307 2.62548 0.040
O 2.79461 -0.20746 2.23081 -0.062
H 2.88443 0.53139 -1.50064 0.025
H 3.71358 0.67908 -0.24859 0.023
O 3.39734 1.17627 -1.01090 -0.058
```

Calculated values
structure (SMILES) = CCSC.O.O.O
energy relative to the best compared isomer or geometry (same formula, charge and spin) = 19.9 kcal per mole
net charge = 0

Sequential total energy output: -474.9871; -1744.6573; -571.6770; -778.3798; -3830.3417; -746.5762 Eh